Entry 1:
126
Properties=species:S:1:pos:R:3:mulliken_charge:R:1 method="wB97M-V/def2-TZVPD" total_charge=0 gap_ev=9.63 fmax_ev_per_a=3.3 energy_ev=-93004.28310
C -4.774 0.418 -7.546 -1.0703
C -5.201 0.513 -6.111 -0.3005
O -4.563 -0.483 -5.303 -0.3270
C -3.563 -0.055 -4.492 0.7584
O -3.143 1.113 -4.344 -0.6350
O -3.020 -1.142 -3.914 -0.3416
C -1.895 -0.879 -2.979 -0.5918
H -4.969 -0.553 -7.995 0.3039
H -3.805 0.858 -7.740 0.3058
H -5.515 1.063 -8.017 0.3433
H -6.279 0.370 -6.024 0.3323
H -4.931 1.418 -5.569 0.3443
H -2.282 -0.231 -2.225 0.2647
H -1.149 -0.465 -3.620 0.5176
H -1.699 -1.818 -2.505 -0.0133
C -4.743 1.950 2.713 -1.3781
C -4.565 0.440 2.740 0.5176
O -3.206 0.242 3.172 -0.1134
C -2.837 -0.996 3.353 0.6560
O -3.564 -1.971 3.222 -0.6403
O -1.552 -1.067 3.679 -0.0387
C -1.101 -2.394 3.897 -0.6318
H -4.079 2.435 1.989 0.2431
H -4.510 2.361 3.697 0.3385
H -5.755 2.144 2.357 0.4636
H -4.672 -0.050 1.784 -0.3691
H -5.191 -0.011 3.507 0.3744
H -1.533 -2.726 4.837 0.3314
H -0.029 -2.286 3.870 -0.0685
H -1.510 -3.005 3.115 0.3944
F -1.504 -0.429 0.421 -0.0003
C -0.198 -0.112 0.613 0.1774
C 0.788 -0.691 -0.152 -0.7533
C 2.089 -0.282 -0.027 -0.1891
C 2.396 0.707 0.912 -1.5723
C 1.387 1.339 1.597 -0.2140
C 0.057 0.903 1.471 0.4447
H 0.448 -1.437 -0.852 0.1690
H 2.878 -0.730 -0.618 0.8387
H 3.421 1.041 1.037 0.7140
H 1.594 2.207 2.224 0.5338
H -0.720 1.473 1.946 -0.3082
F -8.388 -0.333 -1.311 -0.3554
C -7.210 -0.806 -0.923 0.5369
C -7.210 -1.979 -0.271 -0.5182
C -5.998 -2.494 0.097 -0.4708
C -4.838 -1.812 -0.207 -0.9928
C -4.881 -0.563 -0.829 0.0474
C -6.104 -0.060 -1.202 -0.8064
H -8.144 -2.443 0.011 0.4540
H -5.960 -3.449 0.614 0.3885
H -3.897 -2.217 0.124 0.5624
H -3.984 0.024 -0.950 0.6082
H -6.270 0.831 -1.787 0.5134
F 1.117 6.972 3.002 -0.3865
C 0.738 5.717 3.396 0.2534
C 1.332 5.146 4.506 -0.3596
C 0.859 3.954 5.016 -0.5550
C -0.110 3.268 4.279 -0.3952
C -0.757 3.868 3.216 -0.2698
C -0.346 5.118 2.813 -0.5285
H 2.148 5.720 4.940 0.4481
H 1.352 3.558 5.896 0.5106
H -0.457 2.331 4.703 0.3926
H -1.513 3.326 2.664 0.5230
H -0.901 5.696 2.094 0.4157
F 5.051 1.199 -1.877 -0.4337
C 4.049 0.595 -2.588 0.8764
C 2.944 1.364 -2.947 -0.2929
C 1.946 0.724 -3.655 -0.6093
C 2.019 -0.630 -3.955 -1.0169
C 3.148 -1.368 -3.590 -0.2158
C 4.231 -0.757 -2.927 -0.8007
H 2.850 2.394 -2.662 0.3441
H 1.077 1.275 -3.982 0.4324
H 1.242 -1.082 -4.540 0.7057
H 3.200 -2.432 -3.814 0.4319
H 5.119 -1.321 -2.633 0.6633
F 2.535 -6.000 0.595 -0.4164
C 3.389 -4.987 0.237 0.5320
C 4.064 -5.114 -0.969 -0.3804
C 4.968 -4.146 -1.306 -0.4163
C 5.148 -3.044 -0.475 -0.6728
C 4.469 -2.945 0.717 -0.1957
C 3.576 -3.946 1.116 -0.6988
H 3.815 -5.929 -1.646 0.4322
H 5.529 -4.292 -2.230 0.3905
H 5.940 -2.352 -0.748 0.5667
H 4.678 -2.133 1.411 0.4021
H 3.021 -3.908 2.040 0.5134
F 1.306 4.223 -1.278 -0.3496
C 2.485 4.812 -0.826 0.1353
C 3.344 5.293 -1.838 -0.4675
C 4.537 5.857 -1.400 -0.5588
C 4.757 5.948 -0.014 -0.5073
C 3.885 5.461 0.930 -0.5444
C 2.730 4.840 0.523 0.3389
H 3.092 5.168 -2.883 0.5103
H 5.298 6.196 -2.098 0.3895
H 5.699 6.402 0.252 0.3706
H 4.100 5.585 1.990 0.4342
H 1.912 4.537 1.166 0.2828
F 2.422 1.825 7.472 -0.4130
C 2.683 1.131 6.305 0.3202
C 3.668 1.639 5.439 -0.3241
C 3.943 0.900 4.286 -0.5044
C 3.194 -0.283 4.104 -0.0640
C 2.325 -0.797 5.027 -0.2603
C 2.019 -0.071 6.151 -0.5638
H 4.197 2.542 5.739 0.4599
H 4.663 1.279 3.571 0.4371
H 3.479 -0.873 3.250 0.1207
H 1.793 -1.671 4.722 0.4038
H 1.273 -0.449 6.850 0.4088
F 0.061 -2.897 -4.597 -0.2940
C -0.131 -3.946 -3.748 0.2289
C 0.509 -3.914 -2.496 0.8806
C 0.235 -4.961 -1.644 -0.5784
C -0.581 -5.989 -2.087 -0.7642
C -1.219 -5.997 -3.295 -0.5356
C -1.014 -4.920 -4.163 -0.5694
H 1.279 -3.160 -2.313 -0.0562
H 0.671 -4.997 -0.650 0.4337
H -0.823 -6.762 -1.365 0.3551
H -1.824 -6.848 -3.582 0.4045
H -1.562 -4.825 -5.088 0.4723

Entry 2:
86
Properties=species:S:1:pos:R:3:lowdin_spin:R:1 method="wB97M-V/def2-TZVPD" total_charge=+3 multiplicity=3 gap_ev="2.65 / 2.69" s_squared=2.0689 fmax_ev_per_a=8.8 energy_ev=-105910.42373
C -0.111 -4.360 3.520 0.0000
C 1.533 -4.100 3.404 0.0000
C 1.704 -2.531 2.854 0.0000
C 1.373 -1.568 4.139 0.0000
O 1.514 -0.125 3.892 -0.0001
C 0.915 0.289 2.614 -0.0004
C 1.843 0.924 1.423 0.0003
C 3.464 1.142 1.441 0.0000
O 4.167 0.584 2.604 -0.0002
C 4.265 1.538 3.719 -0.0005
C 5.362 1.147 4.917 0.0001
C 5.593 2.049 6.266 -0.0004
C 4.722 3.429 6.467 -0.0020
C 3.633 3.846 5.283 -0.0002
C 3.383 2.904 3.924 -0.0002
C 1.055 1.372 0.018 -0.0005
C -0.601 1.231 -0.164 0.0004
C -1.537 0.591 1.050 -0.0004
C -3.170 0.374 0.953 0.0000
O -3.922 0.866 2.118 0.0000
C -4.952 1.849 1.746 0.0000
C -6.534 1.336 1.906 0.0000
O -4.656 3.091 1.349 0.0000
C -0.741 0.134 2.447 0.0005
O -1.577 -0.414 3.567 0.0001
C -1.741 0.723 4.495 0.0000
C -0.900 0.587 5.900 0.0000
C -1.281 1.758 -1.598 0.0000
O -2.430 2.444 -1.633 -0.0005
C -0.398 1.412 -2.973 -0.0024
C -1.073 1.014 -4.426 0.0032
N -2.574 0.932 -4.593 -0.0013
C -0.153 0.699 -5.762 0.0049
C -0.723 0.339 -7.256 0.0054
C -1.628 -1.026 -7.346 0.1243
C -3.268 -1.060 -7.067 -0.0452
C -4.212 -2.396 -7.165 0.3574
C -3.546 -3.843 -7.581 -0.0468
C -1.922 -3.859 -7.877 0.1440
C -0.958 -2.497 -7.770 0.3807
C 0.629 -2.718 -8.139 0.0389
C 1.502 0.792 -5.555 0.0031
Cl 2.724 0.453 -6.949 0.0007
C 2.208 1.198 -4.099 -0.0024
I 4.423 1.266 -3.954 -0.0001
C 1.259 1.535 -2.793 0.0032
C 1.855 1.993 -1.300 0.0000
O 2.887 2.843 -1.234 0.0005
H -0.418 -4.608 4.645 0.0000
H -0.676 -3.342 3.268 0.0000
H -0.502 -5.152 2.752 0.0000
H 1.980 -4.131 4.501 0.0000
H 2.049 -4.886 2.678 0.0000
H 2.832 -2.454 2.508 0.0000
H 0.960 -2.429 1.956 0.0000
H 0.325 -1.841 4.641 0.0000
H 2.180 -1.840 4.975 0.0000
H 3.889 0.562 0.488 0.0000
H 3.722 2.287 1.226 0.0000
H 5.988 0.138 4.797 0.0000
H 6.359 1.720 7.112 0.0001
H 4.903 4.060 7.451 -0.0004
H 3.052 4.865 5.475 0.0000
H 2.597 3.237 3.124 0.0000
H -3.652 0.784 -0.032 0.0000
H -3.333 -0.808 0.929 0.0000
H -7.195 2.187 2.367 0.0000
H -6.513 0.438 2.689 0.0000
H -6.857 0.985 0.837 0.0000
H -2.888 0.765 4.799 0.0000
H -1.368 1.682 3.934 0.0000
H -0.683 -0.516 6.239 0.0000
H 0.134 1.154 5.722 0.0000
H -1.434 1.163 6.789 0.0000
H -2.914 -0.040 -4.420 -0.0007
H -3.089 1.646 -4.029 -0.0001
H 0.126 0.242 -8.080 0.0011
H -1.395 1.253 -7.617 0.0003
H -3.769 -0.027 -6.765 -0.0032
H -5.380 -2.369 -6.960 0.0120
H -4.266 -4.765 -7.655 -0.0040
H -1.469 -4.905 -8.211 0.0015
H 1.091 -1.755 -8.622 0.0022
H 1.212 -3.134 -7.214 0.0169
H 0.656 -3.555 -8.990 0.0064
Tm 6.343 5.202 7.909 1.0037

Entry 3:
103
Properties=species:S:1:pos:R:3:mulliken_charge:R:1 method="wB97M-V/def2-TZVPD" total_charge=0 gap_ev=6.25 fmax_ev_per_a=2.7 energy_ev=-189897.75432
Y -0.962 1.170 -1.396 -0.1772
C 1.287 -2.734 -1.721 -0.1015
C 0.364 -3.399 -0.936 0.0355
C -0.954 -2.974 -1.016 -1.0775
C -1.278 -1.815 -1.696 0.9411
N -0.346 -1.164 -2.429 -0.1516
C 0.908 -1.607 -2.440 -0.7364
C -2.707 -1.247 -1.726 0.5560
C -3.692 -1.999 -2.351 -0.9219
C -4.932 -1.417 -2.559 -0.8332
C -5.130 -0.081 -2.246 -1.0652
C -4.097 0.624 -1.649 0.4525
N -2.978 -0.008 -1.253 0.0499
C -4.081 2.147 -1.603 0.9394
C -5.178 2.961 -1.332 -0.8545
C -5.018 4.334 -1.392 -0.6180
C -3.784 4.894 -1.709 -0.5609
C -2.748 4.022 -1.964 -0.2150
N -2.913 2.693 -1.928 0.1908
H 2.328 -3.014 -1.753 0.4800
H 0.629 -4.228 -0.296 0.4069
H -1.720 -3.472 -0.432 0.4204
H 1.616 -1.036 -3.028 0.4414
H -3.469 -2.993 -2.711 0.5110
H -5.716 -1.975 -3.055 0.4250
H -6.038 0.426 -2.541 0.4719
H -6.136 2.527 -1.075 0.5008
H -5.863 4.978 -1.181 0.3712
H -3.641 5.964 -1.755 0.4371
H -1.750 4.359 -2.219 0.4395
Cl 2.547 3.714 -7.375 -0.2097
C 1.430 2.980 -6.284 0.4061
C 1.658 2.988 -4.916 -0.2595
Cl 3.091 3.748 -4.321 -0.2177
C 0.762 2.397 -4.026 1.0305
Cl 1.216 2.500 -2.302 -0.2574
C -0.447 1.747 -4.471 -0.7172
O -1.318 1.187 -3.737 -0.0426
C -0.620 1.775 -5.892 0.4116
Cl -2.052 1.010 -6.478 -0.2029
C 0.272 2.363 -6.762 0.0747
Cl -0.036 2.340 -8.458 -0.2011
O -0.670 1.292 0.453 -0.3487
Cl 7.690 -4.138 -2.435 -0.2170
C 6.524 -3.883 -1.179 0.2690
C 6.840 -3.081 -0.094 -1.0373
C 5.891 -2.897 0.891 -0.6542
C 4.619 -3.474 0.836 -0.5797
C 3.710 -3.202 2.023 0.7369
C 3.294 -1.731 2.262 -1.7170
N 2.108 -1.286 1.577 0.5839
C 0.797 -1.307 2.040 -1.5368
C 0.030 -0.878 1.006 0.0840
N 0.821 -0.626 -0.111 0.5944
C 2.042 -0.818 0.315 -1.0695
O 4.472 -3.578 3.175 -0.3529
C 3.808 -4.503 4.021 -0.7324
C 3.518 -5.806 3.327 0.2026
C 4.466 -6.608 2.764 0.6473
Cl 6.156 -6.337 2.745 -0.1880
S 3.800 -7.997 2.012 -0.1671
C 2.216 -7.525 2.455 -0.4321
C 2.215 -6.352 3.141 -0.6840
C 4.355 -4.287 -0.264 1.5174
Cl 2.837 -5.134 -0.460 -0.2004
C 5.290 -4.495 -1.270 -0.7784
H 7.815 -2.621 -0.022 0.4420
H 6.142 -2.295 1.755 0.4475
H 2.816 -3.827 1.952 0.4664
H 4.124 -1.068 2.014 0.3387
H 3.110 -1.637 3.332 0.3367
H 0.554 -1.621 3.040 0.5523
H -1.055 -0.792 0.993 0.4707
H 2.936 -0.707 -0.284 0.5299
H 2.866 -4.085 4.397 0.3176
H 4.474 -4.643 4.873 0.3462
H 1.372 -8.135 2.178 0.4472
H 1.316 -5.874 3.505 0.3947
H 5.052 -5.133 -2.108 0.4981
O -0.486 3.871 0.149 -0.8354
S -1.896 3.561 0.534 1.3057
C -2.448 5.042 1.457 0.0326
C -1.464 5.844 2.019 -0.2593
C -1.825 6.967 2.746 -0.7948
C -3.166 7.294 2.909 -0.5041
C -4.143 6.490 2.343 -0.8851
C -3.784 5.365 1.611 -0.0154
C -1.973 2.605 2.067 0.4645
C -0.860 2.438 2.875 -0.3230
C -0.964 1.704 4.041 -0.7013
C -2.170 1.108 4.399 -0.5961
C -3.280 1.279 3.588 -0.8389
C -3.181 2.038 2.428 -0.1262
H -0.425 5.580 1.871 0.4389
H -1.058 7.592 3.186 0.4131
H -3.448 8.172 3.476 0.3894
H -5.190 6.735 2.469 0.4230
H -4.554 4.733 1.188 0.3820
H 0.079 2.882 2.571 0.3666
H -0.089 1.575 4.668 0.4471
H -2.241 0.524 5.308 0.3946
H -4.231 0.833 3.854 0.4385
H -4.058 2.177 1.801 0.2835

Entry 4:
78
Properties=species:S:1:pos:R:3:mulliken_charge:R:1 method="wB97M-V/def2-TZVPD" total_charge=0 gap_ev=9.09 fmax_ev_per_a=13.4 energy_ev=-42687.07136
N -1.977 -0.046 -4.888 -0.3512
C -1.863 -1.269 -4.362 0.4416
N -2.875 -2.093 -4.532 -0.3540
O -0.871 -1.492 -3.480 -0.6849
H -1.275 0.683 -4.660 0.3555
H -2.362 0.052 -5.810 0.2321
H -2.912 -3.068 -4.275 0.2450
H -3.564 -1.802 -5.182 0.1675
N 4.544 1.921 1.570 -0.3583
C 3.793 1.074 0.888 0.5124
N 2.514 1.359 1.084 0.1273
O 4.316 0.039 0.117 -0.7350
H 5.541 1.788 1.413 0.2892
H 4.157 2.771 1.939 0.1589
H 1.789 0.801 0.634 -0.2854
H 2.204 2.348 1.233 0.5234
N -2.195 -0.398 2.318 -0.0861
C -2.584 0.076 1.195 0.0764
N -2.285 -0.706 0.209 -0.2431
O -3.230 1.267 1.155 -0.8075
H -2.562 0.121 3.106 0.2793
H -1.724 -1.289 2.482 0.1219
H -2.788 -0.498 -0.626 0.2782
H -2.087 -1.632 0.437 0.1289
C 2.225 -1.800 4.346 -1.5408
C 2.092 -1.530 2.872 1.6613
C 2.443 -2.765 2.092 -1.6384
O 1.010 -1.078 2.485 -0.4595
H 2.192 -0.788 4.871 0.3400
H 3.147 -2.294 4.458 0.3919
H 1.414 -2.460 4.741 0.3536
H 2.922 -0.846 2.666 -0.3090
H 2.323 -2.591 1.063 0.2676
H 1.743 -3.537 2.241 0.3389
H 3.391 -3.218 2.312 0.5449
H 1.026 -0.847 1.522 -0.3817
C 0.178 3.377 -2.793 -1.3353
C -0.016 1.903 -2.560 1.9824
C -1.384 1.694 -1.969 -0.6260
O 0.020 1.211 -3.597 -0.8288
H 1.226 3.503 -3.103 0.3841
H -0.051 3.936 -1.910 0.1084
H -0.342 3.738 -3.697 0.4035
H 0.772 1.604 -1.809 -0.6840
H -2.144 1.993 -2.590 0.6668
H -1.598 2.245 -1.030 0.2844
H -1.531 0.658 -1.809 -0.6064
H 0.020 0.292 -3.325 0.0104
C -1.810 -3.484 -1.243 -0.7290
C -1.758 -4.069 0.194 -0.1459
C -0.328 -3.976 0.711 -0.8621
O -2.555 -3.497 0.963 -0.5124
H -2.851 -3.104 -1.423 0.3187
H -1.507 -4.168 -2.048 0.3933
H -1.271 -2.611 -1.346 0.0874
H -2.151 -5.100 0.198 0.2885
H -0.208 -4.470 1.646 0.5644
H -0.086 -2.912 0.882 -0.0754
H 0.362 -4.434 -0.012 0.4041
H -3.419 -3.338 0.530 0.3810
C -0.383 5.178 1.328 -1.5509
C 0.264 3.998 1.956 0.5237
C -0.287 2.709 1.315 -1.0274
O 1.471 3.902 1.797 -0.5450
H -1.468 5.095 1.392 0.4085
H -0.325 5.151 0.235 0.2257
H -0.155 6.119 1.808 0.4014
H 0.150 4.003 3.051 0.3168
H 0.093 2.612 0.312 -0.2333
H -1.365 2.813 1.195 0.6058
H -0.075 1.782 1.778 0.1797
H 1.990 4.306 2.495 0.3655
C 1.083 -0.969 -1.014 -0.5704
O 0.412 -0.148 -0.047 1.7807
H 2.205 -0.804 -0.854 0.2726
H 0.939 -0.645 -2.089 0.1056
H 0.786 -1.998 -0.970 0.2304
H -0.533 -0.349 -0.184 -0.9629